1.
# C30H26Cl2CoN6OSSe

A structure of composition C30H26Cl2CoN6OSSe (ωB97M-V/def2-TZVPD, the OMol25 dataset).

Output
2S+1 = 4
net charge = 0
total energy = -181370.646 eV
HOMO-LUMO gap (alpha / beta) = 5.51 / 5.92 eV
energy relative to the best compared isomer or geometry (same formula, charge and spin) = 0.3652 eV
HOMO energy (alpha / beta) = -6.04 / -6.45 eV

Last column: Mulliken charge in e.
Positions of all 68 atoms, in Å:
Co  0.39899  -0.55364  0.42462  0.21
O  -0.64277  1.29186  0.12563  -0.19
C  -1.94241  1.79029  -0.23586  -0.67
C  -2.94495  0.65837  -0.20304  -0.70
C  -2.57019  -0.52721  -1.11510  -0.71
C  -2.46804  -1.80691  -0.33259  0.53
C  -3.33718  -2.87039  -0.51705  -0.76
C  -3.19274  -3.99842  0.27667  -0.34
C  -2.19560  -4.02182  1.23475  -0.95
C  -1.37185  -2.91425  1.35695  -0.32
N  -1.50323  -1.83364  0.59077  0.42
H  0.04011  1.87241  -0.23185  0.14
H  -1.88431  2.23904  -1.23176  0.39
H  -2.21944  2.56603  0.48309  0.33
H  -3.91347  1.06976  -0.49433  0.39
H  -3.04129  0.31703  0.82952  0.35
H  -1.59605  -0.34191  -1.57958  0.03
H  -3.29026  -0.64149  -1.92481  0.52
H  -4.10720  -2.81188  -1.27343  0.41
H  -3.85313  -4.84557  0.14746  0.39
H  -2.04196  -4.87836  1.87436  0.45
H  -0.57566  -2.87442  2.08989  0.45
S  3.57084  6.37024  1.92432  -0.14
C  3.22334  4.73524  1.32600  -0.01
C  3.89478  4.20753  0.22957  -0.61
C  3.59754  2.95017  -0.23909  0.08
N  2.63982  2.19395  0.35728  0.06
C  2.03091  2.66082  1.48436  -0.34
C  2.29194  3.91907  1.96130  -0.70
C  2.22430  7.24639  1.14977  0.37
C  1.30538  7.92854  1.93152  -0.22
C  0.28431  8.62482  1.29801  -0.31
N  0.12576  8.66822  -0.01888  -0.58
C  1.01507  8.00903  -0.75741  -0.41
C  2.07890  7.29613  -0.23040  -0.25
H  4.65951  4.77737  -0.27743  0.51
H  4.07793  2.50227  -1.09512  0.56
H  1.37530  1.94785  1.96231  0.22
H  1.78141  4.25027  2.85393  0.46
H  1.37934  7.91663  3.01028  0.39
H  -0.44630  9.16641  1.88700  0.35
H  0.87714  8.05936  -1.83120  0.36
H  2.77734  6.79164  -0.88429  0.38
Cl  1.39336  0.42596  -2.84259  -0.22
C  2.81895  -0.21320  -2.07672  1.04
C  3.57193  -1.15164  -2.75485  -0.40
C  4.73328  -1.63361  -2.17186  -0.67
C  5.13531  -1.16075  -0.93307  -0.51
C  4.35539  -0.23162  -0.26555  1.21
Cl  4.86648  0.31105  1.30035  -0.20
C  3.16234  0.24885  -0.80416  -2.02
N  2.23283  1.00415  -0.09136  0.26
H  3.24465  -1.49700  -3.72418  0.47
H  5.32276  -2.38299  -2.67951  0.40
H  6.03733  -1.52326  -0.46136  0.45
Se  1.29159  -0.93306  2.65415  -0.29
N  1.25510  -2.02345  -0.25391  -0.15
C  1.79398  -3.09916  0.10657  0.76
C  2.09510  -4.17427  -0.86508  -0.61
C  2.69658  -5.31439  -0.51246  -0.49
C  3.10267  -5.55364  0.86705  -0.41
C  2.87214  -4.64310  1.81949  -0.62
C  2.19297  -3.36314  1.54655  0.73
N  2.04207  -2.61374  2.57339  -0.93
H  1.78984  -3.98427  -1.88588  0.44
H  2.89320  -6.07886  -1.25376  0.39
H  3.59886  -6.48387  1.11280  0.37
H  3.17644  -4.80731  2.84361  0.45

***

2.
# C30H26ClF6NO5PPbS2Se2Te2

A structure of composition C30H26ClF6NO5PPbS2Se2Te2 in a non-equilibrium geometry (ωB97M-V/def2-TZVPD, the OMol25 dataset).

Output
2S+1 = 1
net charge = -1
total energy = -253573.754 eV
HOMO-LUMO gap (alpha / beta) = 5.45 / 5.45 eV
energy relative to the best compared isomer or geometry (same formula, charge and spin) = 3.3181 eV
HOMO energy (alpha / beta) = -5.92 / -5.92 eV

Last column: Mulliken charge in e.
Positions of all 77 atoms, in Å:
Pb  11.54520  11.70186  8.23391  1.09
Cl  12.70272  13.47462  12.39780  -0.14
C  11.85360  14.54856  13.48855  0.53
C  12.41303  14.76378  14.75046  -0.49
C  11.77288  15.53843  15.72226  -0.62
C  10.59714  16.19013  15.33853  -0.55
C  10.05575  15.97180  14.06753  -0.04
C  10.67734  15.16760  13.10346  -0.25
P  9.93694  14.92676  11.35248  -0.05
C  8.80883  16.39505  11.29956  -0.01
C  9.36821  17.57228  10.74479  -0.71
C  8.55552  18.70153  10.55374  -0.80
C  7.21982  18.64592  11.01559  -0.17
C  6.69205  17.49322  11.64314  -0.63
C  7.49730  16.35624  11.73056  0.57
C  8.66118  13.58338  11.63360  0.92
C  7.86883  13.23065  10.52625  -0.49
C  6.84698  12.31691  10.59318  -0.72
C  6.61022  11.60575  11.76133  -0.87
C  7.41629  11.87595  12.85646  -0.67
C  8.38534  12.89743  12.81422  -0.20
H  13.34618  14.24218  14.92528  0.39
H  12.26392  15.79284  16.64960  0.35
H  10.02408  16.85564  16.00389  0.36
H  9.13088  16.49238  13.78125  0.30
H  10.40195  17.53940  10.46014  0.43
H  8.95202  19.58252  10.09087  0.43
H  6.58913  19.57086  10.90795  0.19
H  5.67978  17.53422  12.00895  0.35
H  7.03435  15.42621  12.18022  0.19
H  7.88780  13.75858  9.57513  0.43
H  6.18607  12.36344  9.74585  0.57
H  5.81498  10.89234  11.81011  0.49
H  7.30128  11.36707  13.78486  0.45
H  8.93124  13.11247  13.70452  0.51
Se  14.65689  11.76805  7.03237  -0.55
Te  14.19559  9.46750  7.85752  -0.11
Te  12.19250  10.66522  5.79616  0.12
Se  9.62150  10.89953  6.00968  -0.57
F  3.17894  19.31818  7.15278  -0.26
C  4.19136  18.69221  6.45446  0.53
F  4.97856  19.61358  5.89247  -0.24
F  3.55006  18.01559  5.49752  -0.23
S  5.49268  17.57156  7.32449  1.05
O  5.81777  18.35877  8.46445  -0.49
O  6.47455  17.36142  6.33482  -0.67
N  4.52456  16.40706  7.50145  -0.34
S  4.31248  15.07746  8.23296  0.91
O  3.20562  14.38978  7.68881  -0.69
O  5.46956  14.32475  8.49097  -0.55
C  3.71385  15.52046  9.93357  0.61
F  4.58048  16.27450  10.65650  -0.20
F  3.38360  14.39717  10.60134  -0.24
F  2.59141  16.24015  9.77416  -0.25
C  11.86042  4.57678  8.84137  -1.53
C  11.22231  5.85047  9.36784  0.73
C  9.94751  6.26190  9.03464  -0.78
C  9.40321  7.39430  9.56374  0.84
C  7.96282  7.74987  9.18082  -1.67
C  10.19425  8.24263  10.37994  0.48
C  9.63385  9.55116  10.80512  -0.14
O  10.24592  10.38769  11.42825  -0.38
C  11.46813  7.81228  10.73217  0.74
C  12.33222  8.59194  11.68967  -1.32
C  11.97660  6.63944  10.23924  -0.78
H  12.81511  4.81787  8.30729  0.29
H  11.18791  4.02816  8.20839  0.38
H  12.09143  3.87405  9.64695  0.34
H  9.36936  5.59409  8.36393  0.26
H  7.48414  6.77726  8.89987  0.39
H  7.87056  8.40202  8.26843  0.27
H  7.39365  8.19107  9.96250  0.50
H  8.58928  9.72645  10.52393  0.08
H  11.79727  8.90790  12.57591  0.32
H  12.77171  9.50881  11.29489  0.20
H  13.18006  7.94266  11.98355  0.40
H  13.00930  6.44152  10.45445  0.42

***

3.
# C30H26CrNP2Se2Te2

A structure of composition C30H26CrNP2Se2Te2 (ωB97M-V/def2-TZVPD, the OMol25 dataset).

Output
2S+1 = 4
net charge = 0
total energy = -225303.229 eV
HOMO-LUMO gap (alpha / beta) = 5.90 / 7.11 eV
energy relative to the best compared isomer or geometry (same formula, charge and spin) = 0.0000 eV
HOMO energy (alpha / beta) = -7.09 / -7.11 eV

Last column: Mulliken charge in e.
Positions of all 64 atoms, in Å:
Cr  -1.07258  -0.43083  -0.72254  0.85
C  0.52460  1.34977  -3.01929  -0.96
P  1.14246  -0.09934  -2.05699  1.16
C  1.49492  -1.48602  -3.15623  0.75
C  2.29807  -2.53341  -2.70182  -0.41
C  2.44214  -3.68492  -3.45809  -0.70
C  1.77875  -3.81097  -4.67131  -0.50
C  0.96280  -2.78436  -5.11922  -0.70
C  0.81536  -1.62946  -4.36474  -0.50
C  2.68965  0.51850  -1.36377  0.44
C  2.57552  1.42530  -0.30986  -0.40
C  3.70992  2.02057  0.22122  -0.80
C  4.96135  1.71220  -0.29202  -0.64
C  5.07801  0.81873  -1.34881  -0.68
C  3.94646  0.22752  -1.88980  -0.45
C  -0.19339  2.17759  -1.99713  -0.21
C  -0.15492  3.52694  -1.73423  -0.93
C  -0.95695  3.74304  -0.58090  -1.18
C  -1.44360  2.51258  -0.20235  -0.24
C  -2.34323  2.09991  0.92548  -0.82
P  -1.83649  0.40405  1.40627  1.44
C  -0.49039  0.57158  2.60077  0.24
C  0.76225  0.04974  2.29897  -0.05
C  1.81774  0.20010  3.18952  -0.79
C  1.61824  0.86450  4.38817  -0.57
C  0.36357  1.37711  4.70399  -0.80
C  -0.68663  1.23114  3.81530  -0.21
C  -3.18818  -0.40360  2.28632  0.80
C  -4.51378  -0.16793  1.92391  -0.49
C  -5.53946  -0.86787  2.53853  -0.73
C  -5.25052  -1.82193  3.50408  -0.49
C  -3.93226  -2.07828  3.84902  -0.59
C  -2.90286  -1.37525  3.24189  -0.60
N  -0.97160  1.54440  -1.05553  0.76
H  -0.13213  1.01326  -3.82396  0.48
H  1.35700  1.89965  -3.46027  0.39
H  2.79677  -2.46168  -1.74296  0.45
H  3.06619  -4.48999  -3.09241  0.39
H  1.89090  -4.71312  -5.25841  0.39
H  0.42727  -2.88071  -6.05456  0.42
H  0.15296  -0.85312  -4.72412  0.28
H  1.59693  1.68117  0.08406  0.33
H  3.60942  2.72492  1.03699  0.46
H  5.84722  2.17105  0.12792  0.39
H  6.05248  0.58466  -1.75749  0.43
H  4.04514  -0.45950  -2.71993  0.45
H  0.38623  4.26915  -2.30016  0.47
H  -1.16087  4.68467  -0.09543  0.51
H  -3.38624  2.04770  0.60344  0.42
H  -2.28177  2.78396  1.77361  0.46
H  0.92037  -0.49253  1.37130  -0.02
H  2.78908  -0.20686  2.94040  0.50
H  2.43820  0.98078  5.08520  0.40
H  0.20719  1.88852  5.64474  0.42
H  -1.66459  1.62478  4.06826  0.44
H  -4.75570  0.54327  1.14505  0.24
H  -6.56479  -0.67374  2.25151  0.41
H  -6.04993  -2.37405  3.98088  0.39
H  -3.69926  -2.83348  4.58813  0.40
H  -1.87702  -1.59519  3.50938  0.40
Se  -3.32383  -0.54209  -1.60056  -0.59
Te  -4.04194  -2.88612  -1.06402  -0.13
Te  -1.63820  -3.95332  -1.59808  -0.13
Se  -0.51208  -2.68314  0.23267  -0.45

***

4.
# C30H26GeN3O4RhS2

A structure of composition C30H26GeN3O4RhS2 in a non-equilibrium geometry (ωB97M-V/def2-TZVPD, the OMol25 dataset).

Output
2S+1 = 6
net charge = +1
total energy = -125375.444 eV
HOMO-LUMO gap (alpha / beta) = 6.62 / 5.19 eV
energy relative to the best compared isomer or geometry (same formula, charge and spin) = 0.0000 eV
HOMO energy (alpha / beta) = -9.69 / -11.26 eV

Last column: Mulliken charge in e.
Positions of all 67 atoms, in Å:
Rh  0.70349  -1.04979  -0.97766  0.61
O  1.68911  -2.10768  0.82437  -0.68
N  1.04927  -2.46117  1.88813  0.51
C  1.74404  -3.11966  2.84552  -0.16
C  1.15117  -3.48505  4.02900  -0.75
C  -0.19416  -3.19479  4.26209  -0.36
C  -0.90323  -2.54647  3.28505  -0.80
C  -0.28911  -2.15871  2.07563  0.62
S  -1.13952  -1.32518  0.88093  0.00
H  2.77370  -3.31250  2.58925  0.48
H  1.74832  -4.00236  4.76709  0.44
H  -0.66651  -3.47486  5.19336  0.45
H  -1.94859  -2.30037  3.40626  0.50
C  -5.25705  4.14098  -0.73906  -1.50
C  -4.22194  3.19183  -1.28183  0.92
C  -3.30622  2.56418  -0.43501  -1.36
C  -2.34252  1.70976  -0.93916  0.57
C  -2.29747  1.47097  -2.30850  -0.06
C  -3.20115  2.07330  -3.16909  -0.66
C  -4.15306  2.93329  -2.64755  -0.74
S  -1.11530  0.37196  -2.98216  1.85
O  0.23017  0.83146  -2.60434  -0.64
O  -1.37254  0.19694  -4.37940  -0.74
N  -1.29148  -0.96151  -2.09974  -0.27
C  -1.17600  -2.25203  -2.60167  0.53
C  -1.83239  -2.81249  -3.69491  -0.88
C  -1.62079  -4.15101  -3.94732  -0.36
C  -0.77121  -4.89903  -3.13190  -0.77
C  -0.12781  -4.25682  -2.09917  -0.35
N  -0.33462  -2.95841  -1.84307  0.22
H  -5.15181  4.26929  0.33686  0.34
H  -6.26513  3.77597  -0.94191  0.35
H  -5.16496  5.12019  -1.21117  0.36
H  -3.35231  2.74626  0.63265  0.41
H  -1.63234  1.23191  -0.27352  0.06
H  -3.14980  1.87163  -4.23136  0.54
H  -4.85937  3.41277  -3.31501  0.42
H  -2.46489  -2.19778  -4.31851  0.49
H  -2.11559  -4.62287  -4.78664  0.43
H  -0.60638  -5.95243  -3.30553  0.42
H  0.57446  -4.76981  -1.45451  0.46
O  3.08145  -0.72226  -2.90016  -0.13
C  2.41818  -1.25273  -2.16479  0.03
Ge  1.22584  1.37239  0.10047  0.23
C  3.15149  1.39744  -0.21998  0.18
C  3.67198  2.44872  -0.97643  -0.39
C  5.04511  2.55447  -1.14751  -0.69
C  5.89344  1.60368  -0.59317  -0.46
C  5.37515  0.53214  0.12471  -0.87
C  4.00319  0.41338  0.29459  0.38
C  0.77571  1.33351  1.99855  -0.07
C  1.39016  0.45851  2.90285  -0.11
C  0.96412  0.38993  4.22182  -0.68
C  -0.09747  1.18060  4.65221  -0.66
C  -0.71650  2.05249  3.76657  -0.70
C  -0.28672  2.12529  2.44653  0.20
H  0.72831  2.75706  -0.35325  -0.19
H  3.01278  3.18758  -1.41566  0.41
H  5.45271  3.37874  -1.71870  0.41
H  6.96310  1.69198  -0.73157  0.40
H  6.03927  -0.21366  0.54371  0.42
H  3.59722  -0.44422  0.81853  0.21
H  2.23293  -0.14424  2.58315  0.31
H  1.46425  -0.27315  4.91889  0.51
H  -0.42838  1.13069  5.68176  0.43
H  -1.52936  2.68236  4.10670  0.44
H  -0.76641  2.81939  1.76369  0.50